1.
The following is a DFT calculation (ωB97M-V/def2-TZVPD) of 2 unconnected molecules or ions with the total composition C4H12O3.

## Properties
gap between HOMO and LUMO = 0.3675 hartree
SMILES = OCCCCO.O
electronic energy = -385.22732 Ha
energy above the lowest of the compared OMol25 structures with the same formula, charge and spin = 247.9 kJ/mol

Each line ends with the Mulliken charge.
Atoms and positions in Å:
C: 1.4661 0.9515 0.1536  -0.09
O: 2.7612 0.9372 -0.3747  -0.60
C: 1.0171 -0.5349 -0.2937  -0.31
C: 0.1165 -1.2407 0.6802  -0.50
C: -1.3228 -1.0892 0.5023  -0.35
O: -1.7956 0.0693 1.1674  -0.55
H: 1.6096 1.0630 1.2006  0.33
H: 0.8859 1.6466 -0.4041  0.10
H: 3.3303 0.0123 -0.3025  0.35
H: 1.9734 -1.1436 -0.4464  0.25
H: 0.3477 -0.5409 -1.1546  0.05
H: 0.1566 -0.6811 1.6852  0.16
H: 0.3801 -2.3196 0.7473  0.29
H: -1.8471 -1.8493 1.1319  0.27
H: -1.6080 -1.1598 -0.5912  0.29
H: -2.2840 0.7966 0.6406  0.33
H: -1.3885 1.0943 -1.8796  0.31
H: -1.8152 2.4845 -1.2629  0.31
O: -1.9833 1.5040 -1.1994  -0.64

***

2.
The following is a DFT calculation (ωB97M-V/def2-TZVPD) of a molecular structure, C20H19AsIrN4O11S2.

## Properties
gap between HOMO and LUMO (spin up / spin down) = 0.3027 / 0.2453 hartree
electronic energy = -4956.56971 Ha
energy above the lowest of the compared OMol25 structures with the same formula, charge and spin = 108.3 kJ/mol
2S+1 = 6

Each line ends with the Mulliken spin population.
Atoms and positions in Å:
Ir: 0.8848 -0.9892 -0.5170  2.77
O: -0.1274 -4.6453 1.3810  0.01
As: -0.6878 -3.6950 -0.0028  0.02
O: -1.4750 -4.6704 -1.0333  0.02
O: 0.8337 -3.0002 -0.5465  0.30
C: -1.8002 -2.4562 1.0192  0.01
C: -2.0739 -2.7946 2.3455  0.00
C: -2.9014 -1.9894 3.1103  0.00
C: -3.4757 -0.8419 2.5730  0.00
C: -3.2119 -0.4857 1.2648  0.00
C: -2.3737 -1.2906 0.4976  0.04
S: -1.9454 -0.6990 -1.1076  -0.01
O: -3.1110 -0.2410 -1.7865  0.02
O: -1.1808 -1.8039 -1.7103  0.09
O: -0.9315 0.3916 -0.8498  0.14
H: 0.2925 -5.4421 1.0302  0.00
H: -1.6290 -3.6835 2.7656  0.00
H: -3.1013 -2.2621 4.1399  0.00
H: -4.1379 -0.2313 3.1756  0.00
H: -3.6601 0.3959 0.8172  0.00
O: 2.1306 -2.5965 3.4980  0.20
C: 1.7179 -2.2215 2.4485  0.07
O: 0.7652 -1.6394 1.9275  0.32
C: 3.0259 -2.5421 1.0528  0.12
O: 3.5869 -3.5699 1.1952  0.24
O: 3.0197 -1.5299 0.3178  0.28
N: 1.2056 0.8276 0.8019  0.10
C: 0.3400 1.3897 1.3323  0.08
N: -0.6432 2.0278 1.9040  0.02
C: -1.3850 3.0444 1.1193  0.00
C: -0.7493 4.3925 1.3802  0.00
O: -0.7310 4.6781 2.7720  0.00
C: 0.0053 3.7201 3.5192  0.00
C: -0.5764 2.3316 3.3457  0.00
H: -2.4102 3.0385 1.4867  0.00
H: -1.3756 2.7640 0.0684  0.00
H: -1.3206 5.1847 0.9036  0.00
H: 0.2732 4.4015 0.9822  0.00
H: -0.0525 4.0239 4.5613  0.00
H: 1.0574 3.7196 3.2050  0.00
H: -1.5948 2.2997 3.7278  0.00
H: 0.0186 1.5746 3.8528  0.00
N: 3.6902 0.9032 -0.9165  0.01
C: 2.9794 0.7784 -2.0412  0.00
N: 1.9530 -0.0324 -2.2060  0.12
C: 1.5003 -0.0189 -3.5478  0.00
C: 0.5011 -0.8146 -4.0893  0.00
C: 0.1815 -0.6595 -5.4291  0.00
C: 0.8484 0.2640 -6.2319  0.00
C: 1.8611 1.0475 -5.7044  0.00
C: 2.1726 0.8859 -4.3629  0.00
S: 3.4158 1.7018 -3.4491  0.01
H: 3.5409 0.2512 -0.1597  0.00
H: 4.4973 1.4974 -0.8986  0.00
H: -0.0173 -1.5390 -3.4773  0.02
H: -0.6015 -1.2740 -5.8568  0.00
H: 0.5826 0.3665 -7.2770  0.00
H: 2.3997 1.7576 -6.3205  0.00

***

3.
The following is a DFT calculation (ωB97M-V/def2-TZVPD) of a molecular structure, C9H16N2.

## Properties
gap between HOMO and LUMO = 0.3288 hartree
electronic energy = -461.90125 Ha
energy above the lowest of the compared OMol25 structures with the same formula, charge and spin = 371.6 kJ/mol

Each line ends with the Mulliken charge.
Atoms and positions in Å:
C: -1.7165 -0.1055 0.8223  0.45
C: 1.4854 0.6968 -1.0551  -0.62
C: 0.1558 0.5271 -1.7828  0.87
C: 0.7825 2.0609 -0.7441  0.33
C: -0.2087 -0.5043 -2.7949  -1.15
C: 0.4783 2.4675 0.6769  -1.15
C: -0.1958 -0.9139 2.6945  -1.43
C: -1.0530 -2.3680 0.7538  -1.25
C: -1.0552 -1.0088 1.4487  0.46
N: -2.5377 0.4615 0.1538  -0.63
N: -0.3624 1.6536 -1.6086  -0.82
H: 2.0154 0.0744 -0.2757  0.26
H: 2.1821 0.7318 -1.9566  0.28
H: -2.2338 1.0309 -0.6337  0.42
H: 1.3381 2.8690 -1.3294  0.34
H: -0.5670 -1.4318 -2.4324  0.23
H: 0.7490 -0.6749 -3.3591  0.31
H: -0.8659 -0.0612 -3.5483  0.35
H: -0.1064 3.2915 0.6202  0.37
H: 1.4811 2.7503 1.1770  0.34
H: 0.0873 1.6771 1.2566  0.02
H: -0.0672 0.0603 3.0817  0.38
H: -0.7166 -1.4722 3.4789  0.38
H: 0.7097 -1.2228 2.3216  0.36
H: 0.0564 -2.4941 0.3435  0.20
H: -1.5828 -2.5349 -0.1585  0.36
H: -1.3416 -3.2660 1.4049  0.31

***

4.
The following is a DFT calculation (ωB97M-V/def2-TZVPD) of 2 unconnected molecules or ions with the total composition C6H14N2O2.

## Properties
gap between HOMO and LUMO = 0.3708 hartree
SMILES = CNC(C)=O.CNC(C)=O
electronic energy = -497.01566 Ha
energy above the lowest of the compared OMol25 structures with the same formula, charge and spin = 109.9 kJ/mol

Each line ends with the Mulliken charge.
Atoms and positions in Å:
C: 3.2435 -1.8218 0.2639  -1.20
C: 2.1005 1.7782 0.6563  -0.82
C: 2.3282 -0.6731 0.4965  0.76
O: 1.2023 -0.8438 0.9411  -0.60
N: 2.7637 0.5758 0.1339  -0.19
H: 3.9813 -1.6362 1.0702  0.31
H: 3.7174 0.7455 -0.1481  0.24
H: 2.2890 2.6247 0.0188  0.31
H: 2.8874 -2.8337 0.4197  0.31
H: 3.6923 -1.8488 -0.7355  0.32
H: 1.0502 1.5157 0.7676  0.26
H: 2.3947 1.9429 1.6988  0.31
C: -0.8920 0.3585 -1.1743  -1.18
C: -4.4018 -0.3638 0.1734  -0.85
C: -2.0795 0.4809 -0.2378  0.80
O: -2.1132 1.2114 0.7221  -0.63
N: -3.1767 -0.2896 -0.6078  -0.21
H: -1.4428 0.6359 -2.0943  0.45
H: -2.9881 -1.0458 -1.2427  0.26
H: -4.1630 -0.0844 1.2021  0.29
H: -0.1222 1.0872 -0.9806  0.20
H: -0.3485 -0.5654 -1.2952  0.28
H: -5.1139 0.4116 -0.1229  0.25
H: -4.8088 -1.3619 0.0749  0.32

***

5.
The following is a DFT calculation (ωB97M-V/def2-TZVPD) of a molecular structure, C28H21IMgO2S2Sb.

## Properties
total charge = -1
gap between HOMO and LUMO = 0.2428 hartree
electronic energy = -2764.39805 Ha
energy above the lowest of the compared OMol25 structures with the same formula, charge and spin = 5.3 kJ/mol

Each line ends with the Mulliken charge.
Atoms and positions in Å:
Mg: 1.8813 -0.5520 -1.3790  0.93
I: 4.7692 -1.5287 -3.0033  0.02
C: 5.2875 0.5564 -2.8324  -0.24
C: 6.6288 0.8673 -2.8474  -0.55
C: 6.9564 2.2302 -2.9077  -0.40
C: 6.0019 3.2277 -3.0108  -0.77
C: 4.6393 2.9512 -2.9207  0.75
C: 3.5952 3.8827 -2.9632  -0.69
C: 2.3372 3.5184 -2.7528  -0.75
C: 1.9757 2.1536 -2.4573  -0.35
C: 2.9283 1.1880 -2.3023  -0.58
C: 4.2849 1.5056 -2.7178  1.11
H: 7.3959 0.0687 -2.8892  0.29
H: 8.0051 2.5442 -2.9786  0.30
H: 6.3519 4.2328 -3.1865  0.35
H: 3.8376 4.8490 -3.3521  0.31
H: 1.5678 4.1959 -2.9661  0.42
H: 0.9109 1.9484 -2.3649  0.35
S: -0.6871 -1.6715 -1.9271  -0.36
Sb: -0.8004 -0.7911 0.4961  2.05
C: -0.5504 -1.4693 2.6380  0.30
C: -0.7766 -2.7824 2.9877  -0.39
C: -0.7104 -3.1905 4.3215  -0.33
C: -0.4822 -2.2736 5.3490  -0.74
C: -0.1762 -0.9772 4.9489  -0.33
C: -0.2897 -0.5724 3.6335  -0.30
C: -1.9612 0.9421 0.0962  0.52
C: -1.5500 2.1520 0.7014  -0.53
C: -2.3958 3.2720 0.5818  -0.67
C: -3.5673 3.1150 -0.1270  -0.37
C: -3.8538 1.9976 -0.8405  -0.67
C: -3.0620 0.8787 -0.7352  -0.32
C: -2.7062 -2.2467 0.5117  -0.20
C: -3.7252 -1.9003 1.3964  -0.12
C: -4.8031 -2.7497 1.5749  -0.66
C: -4.9666 -3.9392 0.8479  -0.59
C: -3.9369 -4.2732 -0.0493  -0.44
C: -2.7942 -3.4844 -0.1638  -0.32
H: -1.0363 -3.4788 2.2084  0.34
H: -0.8850 -4.2284 4.5790  0.36
H: -0.3214 -2.6812 6.3178  0.36
H: 0.1006 -0.1882 5.6545  0.32
H: -0.1166 0.4822 3.4098  0.21
H: -0.6792 2.1564 1.3349  0.34
H: -2.1683 4.2243 1.0605  0.36
H: -4.3094 3.8994 -0.0683  0.34
H: -4.7438 1.9218 -1.3948  0.41
H: -3.3676 0.0155 -1.2870  0.39
H: -3.6535 -0.9918 1.9686  0.35
H: -5.5979 -2.3466 2.1705  0.33
H: -5.8052 -4.5543 0.9765  0.45
H: -4.0593 -5.1657 -0.6353  0.38
H: -1.9595 -3.7601 -0.8559  0.28
S: 1.1307 -2.6123 -2.2923  -0.57
O: 1.1496 -0.9661 0.5041  -0.98
O: 0.7625 0.3987 -0.0614  -0.71